ORCA calculation (ωB97M-V/def2-TZVPD) on a structure of composition C32H25LaN2O3Si at a distorted geometry.

CARTESIAN COORDINATES (ANGSTROEM)
H -2.17 0.94 2.97
H 4.59 -4.87 -1.86
C -4.20 1.13 3.62
H 2.10 -3.12 4.41
C -2.65 -5.28 -0.34
C -2.17 -4.34 0.57
N 3.03 -0.46 1.43
H 0.80 4.82 5.18
C -3.56 -4.90 -1.32
H 3.09 1.37 3.04
C 2.80 -1.35 0.50
C 0.37 -2.53 3.26
C -2.57 -3.01 0.51
O -0.23 1.98 0.90
H -2.81 -3.52 3.83
C 4.59 -4.31 -0.94
C -3.49 -2.64 -0.49
C 2.19 1.42 2.43
H -3.95 -5.63 -2.03
C 4.61 -2.85 1.46
H -4.78 -2.35 2.05
C -1.01 -2.62 3.06
O 4.67 -2.19 2.63
N 2.04 0.53 1.52
H -1.46 -4.66 1.33
C 1.22 2.47 2.74
C 5.43 -4.67 0.12
C -1.10 -4.10 4.99
C 0.59 4.23 4.29
H 6.09 -4.23 2.12
H 4.15 -1.37 2.51
H 2.37 3.06 4.44
C -5.66 -0.71 3.12
O 1.77 -1.32 -0.32
H 0.77 -4.52 5.97
H -1.68 -4.71 5.67
C -1.73 -3.42 3.95
C 3.75 -2.48 0.41
La 0.09 -0.01 0.29
C -3.98 -3.58 -1.39
C 5.44 -3.96 1.30
H -1.27 5.21 3.85
C 0.28 -3.99 5.16
H -3.84 -1.61 -0.55
H 3.07 -2.93 -1.56
C 1.02 -3.20 4.29
C 1.47 3.25 3.88
H -2.33 -6.32 -0.28
H -4.70 -3.27 -2.15
C -0.57 4.45 3.55
H 6.10 -5.53 0.01
H -6.28 1.06 4.17
H -6.64 -1.17 3.16
C 3.76 -3.22 -0.77
C -4.60 -1.38 2.50
C -0.83 3.70 2.41
H -1.72 3.86 1.83
H 0.99 -1.93 2.59
C -5.46 0.54 3.68
C -3.15 0.46 3.00
H -4.03 2.11 4.06
Si -1.84 -1.68 1.64
C -3.33 -0.81 2.43
C 0.05 2.70 1.99

Output
- HOMO-LUMO gap: 0.243 Eh
- E_tot: -51451.14300 eV
- Total charge: 0
- E_LUMO: -0.682 eV

Just the Löwdin charges please, in e? Sure, here they are: atom 1 (H): 0.0747, atom 2 (H): 0.0999, atom 3 (C): -0.0926, atom 4 (H): 0.1011, atom 5 (C): -0.0890, atom 6 (C): -0.0942, atom 7 (N): 0.0446, atom 8 (H): 0.1028, atom 9 (C): -0.1012, atom 10 (H): 0.1353, atom 11 (C): -0.4513, atom 12 (C): -0.1193, atom 13 (C): -0.3315, atom 14 (O): -0.4138, atom 15 (H): 0.1049, atom 16 (C): -0.0877, atom 17 (C): -0.1344, atom 18 (C): -0.0414, atom 19 (H): 0.0977, atom 20 (C): -0.2654, atom 21 (H): 0.0985, atom 22 (C): -0.3125, atom 23 (O): 0.0523, atom 24 (N): -0.1481, atom 25 (H): 0.0977, atom 26 (C): -0.1442, atom 27 (C): -0.0773, atom 28 (C): -0.0854, atom 29 (C): -0.0862, atom 30 (H): 0.1184, atom 31 (H): 0.0628, atom 32 (H): 0.1138, atom 33 (C): -0.0897, atom 34 (O): -0.3218, atom 35 (H): 0.0996, atom 36 (H): 0.1004, atom 37 (C): -0.0965, atom 38 (C): -0.0872, atom 39 (La): 1.9042, atom 40 (C): -0.0970, atom 41 (C): -0.0132, atom 42 (H): 0.1079, atom 43 (C): -0.0927, atom 44 (H): 0.0977, atom 45 (H): 0.1133, atom 46 (C): -0.0830, atom 47 (C): -0.0429, atom 48 (H): 0.1005, atom 49 (H): 0.0986, atom 50 (C): -0.0676, atom 51 (H): 0.1053, atom 52 (H): 0.0978, atom 53 (H): 0.0996, atom 54 (C): -0.0264, atom 55 (C): -0.1032, atom 56 (C): -0.0207, atom 57 (H): 0.1205, atom 58 (H): 0.0525, atom 59 (C): -0.0995, atom 60 (C): -0.1178, atom 61 (H): 0.0986, atom 62 (Si): 0.5906, atom 63 (C): -0.3087, atom 64 (C): -0.3484

ORCA calculation (ωB97M-V/def2-TZVPD) on a structure of composition C32H25N2O3PdSi at a distorted geometry.

CARTESIAN COORDINATES (ANGSTROEM)
H -5.17 1.46 -0.28
C -4.18 1.63 0.12
C -0.35 2.86 -5.26
C -3.09 -1.82 0.02
H -1.69 3.24 -2.17
H 3.88 -2.93 -1.26
H -0.98 -2.31 2.79
H -6.41 -1.40 0.75
C -4.49 -1.63 -0.14
N -0.30 -2.47 0.88
O 2.86 -2.85 3.15
C 2.16 0.72 0.44
C -3.06 1.25 -0.60
H 6.30 -3.25 -0.76
C 5.07 -3.05 2.40
O 1.63 -2.27 -0.84
H 2.64 4.54 0.49
C 3.27 1.27 1.08
C 3.28 -2.87 0.77
C 5.58 -3.15 0.04
C 1.40 2.91 -0.15
Pd -0.36 -1.43 -1.08
C -1.09 2.80 -2.97
C 1.21 1.52 -0.18
H -4.85 -1.55 -1.16
C -1.77 1.44 -0.09
H -2.65 2.80 2.91
C -2.77 2.38 1.92
H -4.91 2.47 1.96
H -3.12 -1.92 3.44
H 5.37 -3.07 3.44
H -5.53 -1.54 3.10
C 0.38 1.70 -5.04
C -1.09 3.41 -4.23
C 1.85 -2.62 0.38
H 2.05 -0.35 0.43
H 4.00 0.62 1.56
C 5.99 -3.17 1.38
H -0.66 2.14 1.62
C -4.04 2.19 1.39
H 0.68 3.57 -0.62
H 1.94 -2.83 2.76
C -0.35 1.64 -2.73
O -2.35 -1.89 -1.06
C 0.38 1.10 -3.79
C -5.35 -1.55 0.93
C -1.23 -2.26 1.73
C 3.44 2.64 1.10
H -1.68 4.31 -4.39
H -3.19 0.78 -1.57
H 7.04 -3.28 1.62
C -2.61 -1.96 1.36
H 4.30 3.08 1.59
H -0.36 3.32 -6.24
N 0.97 -2.75 1.37
Si -0.30 0.84 -1.03
C 3.70 -2.92 2.11
H 0.95 0.19 -3.63
C 2.50 3.47 0.48
H 0.96 1.26 -5.85
C -1.65 2.00 1.18
C -4.87 -1.63 2.25
C -3.52 -1.84 2.43
C 4.23 -2.99 -0.24

Output
- HOMO-LUMO gap (alpha / beta): 0.254 / 0.254 Eh
- E_tot: -54072.40819 eV
- Total charge: -1
- E_LUMO (alpha / beta): 2.645 / 2.650 eV

Just the Löwdin charges please, in e? Sure, here they are: atom 1 (H): 0.1003, atom 2 (C): -0.0950, atom 3 (C): -0.1120, atom 4 (C): -0.3793, atom 5 (H): 0.0962, atom 6 (H): 0.1109, atom 7 (H): 0.1181, atom 8 (H): 0.0938, atom 9 (C): -0.0530, atom 10 (N): -0.0693, atom 11 (O): 0.0321, atom 12 (C): -0.0708, atom 13 (C): -0.1141, atom 14 (H): 0.0894, atom 15 (C): -0.0328, atom 16 (O): -0.1666, atom 17 (H): 0.0936, atom 18 (C): -0.0736, atom 19 (C): -0.0870, atom 20 (C): -0.1064, atom 21 (C): -0.1040, atom 22 (Pd): 0.7455, atom 23 (C): -0.1027, atom 24 (C): -0.2690, atom 25 (H): 0.1115, atom 26 (C): -0.2805, atom 27 (H): 0.0942, atom 28 (C): -0.0926, atom 29 (H): 0.0945, atom 30 (H): 0.1005, atom 31 (H): 0.1087, atom 32 (H): 0.0857, atom 33 (C): -0.1000, atom 34 (C): -0.1011, atom 35 (C): -0.4739, atom 36 (H): 0.0599, atom 37 (H): 0.1012, atom 38 (C): -0.1070, atom 39 (H): 0.0957, atom 40 (C): -0.0981, atom 41 (H): 0.1015, atom 42 (H): 0.0626, atom 43 (C): -0.2733, atom 44 (O): -0.2183, atom 45 (C): -0.1029, atom 46 (C): -0.1160, atom 47 (C): -0.0948, atom 48 (C): -0.1041, atom 49 (H): 0.0933, atom 50 (H): 0.1110, atom 51 (H): 0.0934, atom 52 (C): -0.1400, atom 53 (H): 0.0927, atom 54 (H): 0.0912, atom 55 (N): 0.0389, atom 56 (Si): 0.6319, atom 57 (C): -0.2855, atom 58 (H): 0.0908, atom 59 (C): -0.0999, atom 60 (H): 0.0943, atom 61 (C): -0.0856, atom 62 (C): -0.1194, atom 63 (C): -0.0723, atom 64 (C): -0.0325